No. 1
Computed, not measured: the ion C10H14NS with charge +1 in a non-equilibrium geometry, with wB97M-V/def2-TZVPD.

HOMO energy (alpha / beta): -8.376 / -12.957 eV
Kohn-Sham gap (alpha / beta): 0.198 / 0.245 Ha
Spin multiplicity: 3
Net charge: +1
Expectation value of S²: 2.053

Cartesian coordinates (Å):
C 3.14759 -0.81616 -0.21031
C 2.41627 -1.90268 0.24136
C 2.52465 0.37639 -0.53530
C 1.03537 -1.80336 0.37347
C 1.14053 0.50950 -0.41579
C 0.48826 -0.60177 0.04174
C 0.41837 1.77550 -0.78986
C -0.88772 1.95681 -0.02796
C -1.59673 -0.45568 0.15946
C -2.03427 -0.60561 1.58142
N -1.88189 0.90983 -0.39281
S -2.27302 -1.71757 -0.93721
H 4.21879 -0.90094 -0.31325
H 2.90578 -2.83079 0.48818
H 3.10242 1.21685 -0.88955
H 0.44464 -2.63768 0.71255
H 1.06145 2.63104 -0.57974
H 0.22251 1.77829 -1.86655
H -0.70420 1.89672 1.04620
H -1.31785 2.93415 -0.25542
H -1.66028 0.19623 2.21265
H -1.65492 -1.54364 1.97446
H -3.12175 -0.62682 1.65985
H -2.81735 1.19908 -0.07256
H -1.93283 0.82604 -1.41817
H -1.24380 -1.76372 -1.78685

Atoms 1-3, force components in eV/Å:
C 0.051 -0.277 0.059
C 5.073 -0.181 -0.528
C 4.752 -0.173 -0.629

***

No. 2
Computed, not measured: a cluster of 2 separate species, C10H14O in total in a non-equilibrium geometry, with wB97M-V/def2-TZVPD.

HOMO energy: -8.681 eV
Kohn-Sham gap: 0.349 Ha
ΔE to the lowest compared entry with this formula, charge and spin: 153.69 kcal/mol
Net charge: 0
SMILES: C#CC(=C=C)OC.C=C(C)C

Cartesian coordinates (Å):
C 1.70714 -3.00748 -0.94785
C 3.39083 0.23870 1.88174
C 1.95236 -1.87988 -0.64153
C 2.75488 -0.20538 0.80662
C -0.94758 0.71726 0.68725
C -1.71218 -0.67857 -1.18547
C -3.24826 -0.20120 0.79901
C 2.66666 1.68270 -1.30225
C 2.27393 -0.48397 -0.35907
C -2.03070 -0.12275 0.16469
O 1.94460 0.45385 -1.38856
H 1.56973 -4.01005 -1.31949
H 4.45226 0.12790 1.95947
H -0.27896 0.13673 1.31693
H -0.30488 1.07210 -0.24412
H -1.36113 1.33832 1.47031
H -1.75700 0.18020 -1.92184
H -2.59217 -1.25466 -1.52218
H -0.88838 -1.20757 -1.10521
H -3.43654 0.34476 1.68239
H 3.06072 0.61263 2.86014
H -4.10344 -0.86155 0.49096
H 3.64839 1.48914 -1.11864
H 2.21146 2.22001 -0.55444
H 2.64764 2.24776 -2.23240

Atoms 1-3, force components in eV/Å:
C -0.029 -0.987 -0.497
C -0.386 -0.686 -0.272
C 0.034 1.593 -0.303

***

No. 3
Computed, not measured: the molecule C10H14O2 in a non-equilibrium geometry, with wB97M-V/def2-TZVPD.

HOMO energy: -9.672 eV
Kohn-Sham gap: 0.385 Ha
ΔE to the lowest compared entry with this formula, charge and spin: 2.91 kcal/mol
Net charge: 0
SMILES: CC1=C2CCCCC[C@H]2OC1=O

Cartesian coordinates (Å):
C -2.83191 1.64721 0.32246
C -1.99281 0.45243 -0.08577
C -0.68096 0.35946 -0.31905
C 0.36493 1.42030 -0.13668
C 1.83382 1.08694 -0.52222
C 2.47681 -0.01640 0.39846
C 2.01059 -1.40878 0.07571
C 0.57211 -1.80347 0.40783
C -0.38972 -1.15679 -0.50712
C -2.65019 -0.85930 -0.13807
H -3.32999 1.56929 1.33101
H -2.18091 2.54100 0.33953
H -3.59859 1.82559 -0.40273
H 0.27530 1.75064 0.93485
H -0.03923 2.27204 -0.67919
H 1.94275 0.78363 -1.60553
H 2.52542 1.93168 -0.36372
H 2.27686 0.22708 1.44080
H 3.53370 0.02951 0.14475
H 2.70767 -2.21038 0.51167
H 2.09387 -1.64042 -1.04788
H 0.35814 -1.57019 1.45055
H 0.40820 -2.85498 0.28352
H -0.20594 -1.46061 -1.57261
O -1.65420 -1.77020 -0.27045
O -3.82573 -1.14526 0.00986

Atoms 1-3, force components in eV/Å:
C 1.066 0.356 0.748
C -0.855 1.288 0.501
C 0.247 -1.817 0.451

***

The calculation returns the following E_tot values, one per record and in order: -22910.2207 -12638.0578 -14691.9997 eV.